The following is a quantum chemistry calculation of one molecule with the formula C4H4O2, from OMol25.

Properties
HOMO energy	-10.061	eV
frontier orbital gap	9.76	eV
SMILES string	C#C[C@@H](O)C=O
2S+1	1

Geometry as XYZ:
```
10
Properties=species:S:1:pos:R:3:mulliken_charge:R:1
C -2.01 0.59 -0.86 -0.37
C -1.18 0.03 0.05 -0.16
C 0.19 0.06 0.74 0.18
O 0.60 -1.13 1.33 -0.59
C 1.23 0.13 -0.41 0.14
O 1.82 -0.96 -0.77 -0.50
H -3.07 0.85 -0.99 0.31
H 0.42 1.00 1.21 0.33
H 0.62 -1.95 0.48 0.42
H 1.40 1.38 -0.78 0.23
```

The following is a quantum chemistry calculation of one molecule with the formula C5H10, from OMol25.

Properties
HOMO energy	-8.038	eV
frontier orbital gap	9.18	eV
2S+1	1

Geometry as XYZ:
```
15
Properties=species:S:1:pos:R:3:mulliken_charge:R:1
C 2.07 -0.01 -0.26 -1.14
C 0.78 -0.63 0.28 -0.36
C -0.41 -0.51 -0.65 -0.12
C -1.41 0.98 -0.05 -0.50
C -1.70 -0.51 0.10 -0.59
H 1.99 1.08 -0.32 0.30
H 2.93 -0.24 0.39 0.36
H 2.28 -0.38 -1.26 0.31
H 0.90 -1.72 0.35 0.26
H 0.60 -0.30 1.33 0.30
H -0.53 0.95 -0.85 0.09
H -2.16 1.53 -0.62 0.32
H -1.07 1.48 0.86 0.27
H -1.69 -0.85 1.14 0.23
H -2.58 -0.86 -0.43 0.27
```

| no. | F_max (hartree/bohr) | DFT total energy (eV) |
| --- | --- | --- |
| 1 | 0.16848 | -8301.552 |
| 2 | 0.00671 | -5343.453 |